59
Properties=species:S:1:pos:R:3:forces:R:3 method="wB97M-V/def2-TZVPD" charge=+1 total_energy_ev=-74506.294 s2=0.77 spin_multiplicity=2 mol_weight_da=722.9 de_lowest_kcal_mol=36.9 fmax_ha_per_bohr=0.067
Re -0.08264 0.01001 -0.06260 -0.02 -3.00 1.69
S -3.05597 -0.93515 -3.42928 0.41 0.09 0.20
S 4.76526 -0.40793 -1.31413 -0.81 0.17 0.45
S 0.72602 4.49710 -1.44936 -0.04 -0.85 0.21
O 0.20439 -3.12816 2.64890 -0.05 0.45 -0.18
O 0.34946 -4.26633 -1.60774 0.26 -0.88 -0.68
O 0.99989 -2.13529 -1.30065 1.28 2.23 -0.19
N -0.99524 -0.32589 -1.99244 -0.69 0.10 0.79
N 2.45656 0.04407 -0.31986 -1.29 0.26 -0.09
N 0.51509 2.04882 -0.74756 -0.42 -0.44 0.07
N -0.44511 -1.84255 0.86211 0.35 2.28 -1.94
N 0.68170 0.33398 2.01599 0.01 0.12 -0.37
C 1.16503 -1.09140 -4.89364 0.01 0.16 0.13
C 2.10746 3.49676 -1.56704 -0.39 -0.20 0.14
C 0.17667 -1.49933 -5.78824 -0.25 -0.03 -0.04
C 0.84977 -0.68179 -3.61604 -0.12 0.07 -0.01
C -2.77817 0.72590 1.48290 0.02 0.03 0.16
C 3.39742 -0.84731 -0.32558 0.83 -0.21 -0.27
C 0.38415 -3.17129 -1.12640 -1.99 -0.65 1.78
C -3.00322 0.01437 -0.77981 -0.20 0.20 0.63
C -4.15961 0.81260 1.57994 0.02 0.04 0.01
C 3.39248 -2.11597 0.42788 0.02 -0.37 0.03
C -0.17985 3.15739 -0.84682 0.13 0.67 -0.16
C -0.48724 -0.68772 -3.21753 0.09 -0.23 -1.11
C 0.01262 -2.05023 2.12868 0.45 0.18 1.48
C -2.31880 -0.38499 -1.97499 0.55 -0.10 -0.59
C -4.96842 0.51412 0.49215 -0.09 0.03 0.02
C -0.76066 -2.97822 0.12535 0.34 -0.69 -0.83
C -1.60170 3.35891 -0.48427 -0.18 -0.03 0.00
C -1.15311 -1.50163 -5.42067 0.09 -0.01 -0.11
C -2.15415 0.32884 0.30688 0.57 0.05 -0.65
C -4.39231 0.11248 -0.69435 0.39 -0.09 -0.07
C -1.47260 -1.08616 -4.13960 0.12 0.22 0.47
C 3.98160 1.06420 -1.70548 -0.35 -0.18 0.25
C 1.81977 2.22956 -1.15443 0.44 0.86 -0.32
C 2.76355 1.13263 -1.09066 0.99 0.03 -0.44
C 0.21382 -0.74203 2.90800 -0.07 -0.62 0.21
H -0.74245 -3.89982 0.70864 -0.17 0.20 -0.10
H -4.61455 1.12300 2.50844 -0.01 0.03 0.10
H -0.76455 -0.48364 3.32320 0.12 0.06 -0.04
H -1.77860 3.12295 0.56420 0.00 0.02 0.00
H 2.19488 -1.09488 -5.21505 0.11 0.00 0.01
H -1.67425 -2.86164 -0.45663 -0.09 0.04 0.00
H 0.90444 -0.92261 3.73606 -0.12 0.03 -0.11
H 0.47153 1.24368 2.43245 0.08 -0.20 -0.19
H 3.04482 3.88001 -1.91395 0.24 0.04 -0.05
H -4.99659 -0.12090 -1.55891 -0.15 -0.03 -0.04
H -1.87792 4.39409 -0.66646 -0.09 0.03 0.02
H 1.70194 0.27291 1.94259 -0.32 0.18 -0.03
H -2.24496 2.71272 -1.07804 -0.07 -0.03 -0.03
H -6.04117 0.59863 0.57236 -0.08 0.00 0.02
H -2.19294 0.98585 2.35399 0.10 0.03 0.12
H 2.53691 -2.16306 1.09677 -0.01 -0.04 0.00
H 1.61223 -0.37369 -2.92070 0.10 -0.03 0.02
H 3.32558 -2.95197 -0.26720 -0.09 -0.06 0.01
H 4.44079 1.78379 -2.35145 0.07 0.16 -0.19
H -1.92919 -1.81053 -6.10105 -0.05 -0.05 -0.16
H 4.31370 -2.23532 0.99706 -0.01 0.05 0.07
H 0.44791 -1.80264 -6.78563 0.06 -0.09 -0.12

---

55
Properties=species:S:1:pos:R:3:forces:R:3 method="wB97M-V/def2-TZVPD" charge=+1 total_energy_ev=-77526.595 s2=2.01 spin_multiplicity=3 mol_weight_da=774.1 de_lowest_kcal_mol=14.1 fmax_ha_per_bohr=0.019
W -0.34582 -0.51106 0.57538 -0.10 0.97 -0.18
P -1.59357 -2.59647 1.93383 0.01 -0.21 -0.14
P 1.09202 -3.18945 1.04939 0.04 0.05 0.02
F 1.36271 0.09611 -4.33092 0.00 0.01 -0.01
F 1.89952 0.38360 -2.25381 0.00 0.00 0.01
F 0.40994 -2.40082 -4.33410 0.00 0.00 0.01
F 0.29974 1.53824 -3.12432 -0.01 0.00 0.01
F 1.58273 -2.37246 -2.51480 0.00 0.00 0.00
F -0.46773 -3.07385 -2.47970 0.00 0.00 -0.01
O -1.59373 -1.04773 2.12082 0.24 -0.20 -0.02
O -2.61479 -3.42149 2.53487 -0.04 0.03 -0.01
O -0.32450 -0.67832 -1.32701 0.10 0.41 0.00
O 0.65652 -4.17202 0.05269 -0.03 -0.04 -0.03
O -1.52157 -2.47301 0.28410 0.02 0.00 0.10
O 1.31175 -1.73349 0.57971 -0.31 -0.44 0.27
O -0.08099 -3.06883 2.20343 0.04 -0.12 0.24
O 2.36102 -3.53235 1.91468 -0.02 -0.02 -0.02
N -1.97613 0.89222 0.06106 0.04 -0.16 0.07
N 0.90629 0.00912 2.43684 0.01 0.08 -0.14
N 0.48806 1.42192 0.42224 -0.05 -0.07 -0.13
C 0.36735 -2.17213 -3.01932 -0.01 0.00 -0.01
C 2.40648 2.78976 0.58387 0.00 0.00 0.00
C 0.52634 3.46845 -0.75549 -0.01 -0.01 0.01
C 1.68411 1.67913 0.97390 -0.01 -0.01 0.01
C 2.01204 -0.58850 4.45739 -0.01 0.00 -0.01
C 1.95565 0.80069 2.12468 0.00 0.02 0.01
C 3.08284 0.88144 2.91433 0.01 -0.01 0.00
C -0.13720 2.32422 -0.35041 0.01 0.00 -0.02
C 3.11898 0.15539 4.09667 0.00 0.00 -0.01
C -3.78025 2.45640 -1.31398 0.00 0.00 0.00
C -3.26742 0.55705 0.03077 -0.01 0.00 0.00
C -0.16270 -0.75157 -2.69445 0.03 -0.20 0.02
C -4.20356 1.32150 -0.64259 0.00 0.00 0.00
C -1.48099 -0.52746 -3.42367 -0.01 -0.01 0.01
C 1.82919 3.66669 -0.32507 0.00 0.00 0.00
C 0.92753 -0.64459 3.59611 -0.01 -0.05 0.02
C -2.43953 2.81136 -1.27465 0.01 -0.01 0.01
C -1.56075 2.01006 -0.57075 -0.03 0.02 -0.02
C 0.87653 0.31421 -3.11364 0.00 0.02 -0.01
H -3.53934 -0.34528 0.56204 0.00 0.00 0.00
H 3.37960 2.99306 1.00536 0.00 0.00 0.00
H 3.91348 1.50790 2.62327 0.00 0.00 0.00
H 0.05430 -1.22845 3.83722 0.00 0.01 -0.01
H -5.24117 1.02142 -0.63967 0.00 0.00 0.00
H -2.08980 3.69951 -1.78020 0.00 0.00 0.00
H -1.33890 -0.53661 -4.50290 0.00 0.01 0.00
H -4.48709 3.06764 -1.85837 0.00 0.00 0.00
H 3.99191 0.19310 4.73366 0.00 0.00 0.00
H 2.37601 4.54109 -0.65029 0.00 0.00 0.00
H -1.90070 0.43148 -3.12606 0.00 0.00 0.00
H -1.06489 -3.21892 -0.17726 0.04 -0.06 0.00
H 0.04010 4.19421 -1.38971 0.00 0.00 0.00
H 2.49526 -4.48309 2.02792 0.02 -0.01 -0.04
H -2.17265 -1.32227 -3.15043 0.00 0.00 -0.01
H 1.97777 -1.13677 5.38738 0.00 0.00 0.00

---

30
Properties=species:S:1:pos:R:3:forces:R:3 method="wB97M-V/def2-TZVPD" total_energy_ev=-14774.996 spin_multiplicity=1 mol_weight_da=184.3 smiles=Cc1ccccc1.Cc1ccccc1 de_lowest_kcal_mol=63.9 fmax_ha_per_bohr=0.076
C 1.79897 0.97484 -0.90523 -1.64 -0.52 -1.05
C 2.82374 2.98772 0.13235 -0.06 -0.86 1.91
C -0.90667 -0.81079 2.45652 -1.07 3.07 1.04
C -0.16255 2.55700 -2.14836 -0.31 -0.30 -0.28
C -0.29927 -1.11507 1.28156 1.67 -2.35 -1.41
C -2.12416 -2.74062 0.81959 -0.27 1.39 2.14
C 0.75559 0.35963 -1.62250 -1.44 2.05 0.27
C 0.82373 3.15726 -1.32953 -1.49 -2.97 -2.08
C -2.16625 -1.30796 2.85217 2.40 -0.90 -1.43
C -0.27775 1.13634 -2.18294 -0.95 1.83 -0.31
C 1.77768 2.37102 -0.72810 0.87 -0.47 0.10
C -2.65946 -2.31850 2.08649 -2.83 -2.14 -0.66
C -0.88018 -2.17832 0.51203 -0.74 -1.97 -1.23
C -0.33364 -2.92269 -0.72824 1.26 0.91 -1.72
H -1.01649 -3.83611 -1.18062 1.98 2.52 1.48
H -3.56581 -2.86291 2.52717 1.09 0.82 -1.03
H 2.80334 2.30795 1.08239 0.02 2.03 -0.93
H 0.51356 -0.66575 -1.58753 0.76 -0.93 -0.01
H -2.66844 -3.43519 0.11586 0.87 0.68 1.27
H -0.85901 3.20744 -2.79349 0.94 -1.08 1.44
H 0.76276 -0.77180 1.03655 -1.85 -0.26 0.32
H 0.75603 4.17697 -1.28946 0.47 2.51 0.53
H 2.74078 4.10353 0.24526 -0.12 -1.30 0.38
H 3.80356 2.76396 -0.23339 0.72 0.07 -0.58
H -2.59026 -1.05856 3.77683 -0.55 0.43 1.05
H -1.31369 0.80962 -2.54873 2.07 -0.31 0.23
H -0.56751 0.09912 2.99572 0.24 -0.92 -0.09
H 0.79380 -3.14933 -0.69344 -1.72 -0.41 0.44
H 2.47990 0.24930 -0.46926 0.43 0.71 0.28
H -0.24228 -2.08811 -1.47969 -0.73 -1.33 -0.03

---

75
Properties=species:S:1:pos:R:3:forces:R:3 method="wB97M-V/def2-TZVPD" charge=+1 total_energy_ev=-70387.355 s2=2.01 spin_multiplicity=3 mol_weight_da=515.5 de_lowest_kcal_mol=100.8 fmax_ha_per_bohr=0.113
Cl 3.73224 -3.98300 -0.35756 0.13 -0.17 -0.19
Cl 1.20981 1.46952 0.99534 1.34 -0.94 -1.48
P 1.81481 0.51127 -0.83101 -0.12 2.87 -0.79
O 0.87613 1.06235 6.70705 -1.74 2.10 -2.60
O 3.15246 1.49870 -1.44536 -0.99 -3.02 0.33
O -0.04399 -1.63707 -5.33442 -2.38 -2.18 1.82
N 0.28042 2.00758 5.84792 2.78 -1.81 3.76
N 3.76736 -2.80096 -1.64297 -0.91 2.82 -0.07
N 5.00931 -1.00474 -0.53778 -1.97 -0.20 0.44
N 2.37002 -1.13287 -0.42211 5.20 -1.59 -2.00
N -1.12813 -2.38459 -4.83214 2.51 3.26 -2.96
C 0.86962 3.45556 3.87103 -0.24 0.21 0.01
C -2.43385 -4.47583 -5.35528 -0.25 0.06 0.23
C 0.15149 3.89330 7.55154 0.17 -0.24 -0.06
C -3.48149 -1.74184 -6.52084 0.00 -0.04 -0.11
C -2.35432 -2.62036 -7.05740 0.08 0.38 0.15
C -0.62998 2.85603 6.69257 -1.90 0.68 0.38
C -0.35275 -4.09341 -6.56423 0.33 0.83 0.21
C -1.68491 3.56907 5.79515 0.01 0.14 -0.19
C 1.46342 -2.13645 -1.14407 -0.74 -0.24 -1.51
C 2.43113 -2.70189 -2.37084 -0.59 0.28 1.08
C -2.94443 -0.73856 -5.51519 0.27 -0.05 -0.11
C 2.13427 3.75147 6.02961 -0.17 -0.12 0.28
C -1.54532 -0.24275 -3.47945 0.66 -0.19 -0.81
C -3.12798 -2.08555 -3.34394 -0.14 -0.20 -0.03
C 1.17191 4.68797 6.75557 0.11 0.02 0.01
C -2.15421 -1.39787 -4.34671 -1.14 0.67 1.58
C -1.53161 2.02207 7.66662 0.87 -0.55 -0.08
C 3.77364 -1.53259 -0.81856 -1.36 -0.87 0.24
C 1.40065 2.71967 5.13225 0.85 0.53 -1.70
C -1.55853 -3.32693 -5.92802 -0.38 -2.07 -0.69
C 2.45466 1.72876 4.53782 -0.27 -0.41 0.76
H 0.31493 -3.43709 -7.13601 -0.17 -0.01 0.31
H -2.34204 0.36910 -3.04220 -0.06 -0.37 -0.11
H 3.18792 2.25693 3.91771 -0.33 0.22 0.14
H 0.64081 -1.52177 -1.71910 1.28 -1.38 1.64
H 2.82918 4.35116 5.42766 -0.15 -0.27 -0.14
H -2.72227 -2.07963 -2.32668 0.06 0.11 -0.16
H -2.55041 2.92448 5.60847 0.18 -0.02 0.16
H -4.26766 -2.34988 -6.06403 0.03 -0.03 0.00
H 1.68598 3.71949 3.18856 0.05 -0.20 0.29
H -0.91586 0.44275 -4.06380 -0.12 -0.33 0.06
H -3.34980 -3.12352 -3.55047 0.00 -0.06 -0.21
H 0.38325 4.40581 4.09612 -0.09 -0.17 0.02
H -0.69834 -4.86042 -7.26669 -0.24 0.23 0.27
H -1.33742 3.86174 4.81391 0.20 0.06 -0.04
H 2.57339 -1.82459 -3.15481 -0.40 -1.97 1.46
H 0.67147 3.37775 8.37052 -0.09 -0.14 -0.21
H -2.29620 -0.02638 -6.04387 0.11 -0.19 0.16
H -2.77822 -3.36378 -7.74480 0.25 -0.09 0.27
H -2.50449 -5.31365 -6.05881 0.24 0.31 -0.01
H 1.04894 -2.91472 -0.36132 0.88 1.61 -1.88
H -0.93650 -0.64055 -2.65485 -0.21 0.02 -0.21
H 0.66526 5.35222 6.04951 0.01 -0.02 -0.04
H 2.75185 3.23239 6.77636 -0.21 -0.10 -0.15
H -2.05615 4.48305 6.27592 0.10 -0.27 0.06
H 1.97041 0.97681 3.90237 -0.01 0.10 0.19
H -4.09320 -1.56426 -3.31355 0.30 0.04 -0.03
H -3.95297 -1.20708 -7.35397 0.05 -0.09 0.14
H 1.73898 5.33683 7.43365 -0.08 -0.07 -0.12
H -1.68033 -1.99826 -7.66339 0.04 -0.10 0.24
H -2.26501 2.66993 8.15928 0.18 0.14 -0.33
H -0.95817 1.53915 8.47008 -0.03 0.12 -0.36
H 0.24012 -4.60023 -5.79263 -0.12 0.12 -0.08
H -3.46900 -4.18306 -5.17377 0.13 0.04 0.10
H -0.54814 4.58811 8.03513 -0.08 -0.31 -0.20
H 2.11107 -3.71087 -2.87654 0.67 2.13 1.13
H 5.21939 -0.74980 0.45206 -0.39 0.47 -1.39
H -2.08387 1.23876 7.12781 0.22 0.23 0.07
H -3.77850 -0.14353 -5.11976 0.28 -0.17 0.20
H 3.03143 1.20646 5.31114 -0.36 0.07 -0.07
H 5.76602 -0.89729 -1.26394 -1.23 -0.95 1.17
H 0.17417 2.82249 3.30704 0.00 0.11 0.20
H 3.49471 1.03259 -2.28584 -0.85 1.12 1.65
H -2.00659 -4.87369 -4.42701 -0.08 0.12 -0.12

---

24
Properties=species:S:1:pos:R:3:forces:R:3 method="wB97M-V/def2-TZVPD" total_energy_ev=-16639.707 spin_multiplicity=1 mol_weight_da=144.1 smiles=O.O.O.O.O.O.O.O de_lowest_kcal_mol=53.1 fmax_ha_per_bohr=0.023
O 1.80564 -1.32146 -0.20626 0.15 0.26 0.50
O 3.39750 -0.52740 2.32277 0.14 0.16 0.07
O -2.93488 0.73437 1.77589 -0.74 -0.05 0.31
O -0.67791 -1.24212 -1.77232 -0.03 -0.04 -1.16
O -1.93695 3.37230 -1.27595 -0.20 0.39 0.25
O 0.67101 2.45262 -1.87367 0.00 -0.14 0.21
O -0.77482 -2.93939 0.31254 0.36 -0.38 0.31
O -0.53377 0.50085 0.45011 -0.04 0.09 0.11
H -0.70303 -1.95899 -1.13852 -0.17 0.15 0.18
H -0.05026 1.24344 0.08813 0.22 0.41 -0.17
H -0.12206 -0.57912 -1.36283 -0.13 0.16 0.07
H -2.18438 0.85027 1.19318 0.41 -0.05 -0.27
H -1.48031 -3.53765 0.06637 -0.23 -0.24 -0.15
H 3.55364 -1.00264 3.13887 0.11 -0.04 0.25
H -1.07756 2.95080 -1.27198 0.11 -0.26 -0.15
H 2.57507 -1.67257 -0.65450 0.28 0.02 -0.14
H 2.72337 -1.03718 1.87341 -0.24 -0.09 -0.42
H -2.55659 0.40826 2.59245 0.07 0.02 0.16
H -0.93282 -2.74962 1.23734 -0.10 0.19 0.27
H 1.17985 -2.04575 -0.20065 -0.34 -0.42 -0.13
H 0.93337 3.37306 -1.88742 0.05 0.37 -0.02
H 1.43083 1.98137 -2.21545 0.15 -0.28 -0.10
H -2.44916 2.86700 -1.90725 -0.13 -0.15 -0.11
H 0.14421 -0.12044 0.71575 0.30 -0.08 0.13

---

10
Properties=species:S:1:pos:R:3:forces:R:3 method="wB97M-V/def2-TZVPD" total_energy_ev=-8199.915 spin_multiplicity=1 mol_weight_da=84.1 smiles="NC1=CN1C=O" de_lowest_kcal_mol=91.6 fmax_ha_per_bohr=0.010
O 0.62084 1.76091 -0.56177 0.03 -0.40 -0.30
N -0.08712 -0.07678 1.78160 0.05 -0.02 -0.10
N 0.34916 -0.51949 -0.81108 0.29 0.16 -0.07
C 0.66053 0.77394 -1.26482 0.05 0.30 0.14
C -1.09872 -0.82768 -0.48734 -0.07 0.03 0.31
C -0.39478 -0.42046 0.49570 -0.25 -0.09 -0.14
H 0.19826 -0.85479 2.36346 -0.11 0.03 -0.03
H -1.90437 -1.30398 -1.01889 0.14 0.04 0.10
H 0.59370 0.67353 1.79457 -0.02 -0.10 0.04
H 1.06250 0.79481 -2.29143 -0.10 0.03 0.06